No. 1
Molecular formula: C29H58CrNO25
Method: DFT, the ωB97M-V functional and the def2-TZVPD basis

Each line ends with the Mulliken charge.
Atoms and positions in Å:
Cr -11.851 19.482 23.259  0.46
C -11.462 23.620 22.059  0.22
C -11.851 22.710 23.218  2.12
C -13.358 22.867 23.463  -0.97
O -11.384 21.424 23.131  1.00
H -11.499 23.019 21.141  -0.50
H -10.442 24.004 22.140  0.52
H -12.125 24.467 21.910  -0.95
H -11.405 23.153 24.142  -1.10
H -13.695 23.850 23.786  0.42
H -13.691 22.126 24.203  -0.07
H -13.908 22.583 22.550  -0.20
C -12.409 25.165 26.137  -0.43
O -11.165 24.538 26.424  -0.28
C -10.048 25.112 25.985  0.94
O -9.955 26.141 25.384  -0.58
O -9.046 24.304 26.331  -0.34
C -7.811 24.492 25.691  -0.75
H -12.619 25.947 26.865  0.41
H -13.193 24.417 26.123  0.09
H -12.362 25.649 25.159  0.10
H -7.547 25.520 25.445  0.33
H -7.706 23.895 24.777  0.21
H -7.003 24.128 26.327  0.32
C -16.786 22.989 23.068  -0.71
O -16.381 23.072 21.687  0.09
C -17.258 23.732 20.906  0.62
O -18.254 24.245 21.294  -0.56
O -16.874 23.769 19.628  -0.40
C -16.102 22.696 19.100  -0.16
H -16.095 22.317 23.566  -0.04
H -17.834 22.717 23.125  0.42
H -16.628 23.973 23.515  0.32
H -16.658 21.760 19.185  0.33
H -15.143 22.601 19.606  -0.27
H -15.928 22.914 18.052  0.28
C -9.441 16.698 21.586  -0.28
O -8.637 17.869 21.480  -0.38
C -9.280 19.007 21.314  0.61
O -10.488 19.161 21.428  -0.71
O -8.432 19.955 21.012  -0.39
C -9.003 21.244 20.772  -0.13
H -8.801 15.934 22.023  0.27
H -9.841 16.425 20.616  0.34
H -10.256 16.820 22.306  -0.19
H -9.607 21.234 19.864  0.36
H -8.177 21.935 20.632  0.35
H -9.620 21.568 21.610  -0.48
C -8.286 20.973 24.575  -0.47
O -8.044 19.568 24.601  -0.36
C -9.062 18.765 24.722  0.78
O -10.240 19.102 24.654  -0.17
O -8.637 17.548 24.954  -0.41
C -9.618 16.563 25.258  -0.60
H -9.310 21.227 24.872  0.10
H -8.158 21.423 23.595  0.24
H -7.670 21.445 25.338  0.37
H -10.084 16.156 24.366  0.22
H -10.387 16.969 25.921  0.19
H -9.142 15.766 25.821  0.32
C -15.125 27.110 16.035  -0.68
O -13.959 26.920 16.845  -0.35
C -13.749 25.672 17.227  0.76
O -14.444 24.725 16.959  -0.59
O -12.667 25.642 17.994  -0.23
C -12.177 24.411 18.459  0.03
H -16.019 26.911 16.626  0.29
H -15.143 26.447 15.172  0.30
H -15.096 28.142 15.708  0.25
H -11.836 23.750 17.657  0.65
H -12.973 23.856 18.967  -0.43
H -11.366 24.629 19.146  0.07
C -16.155 19.083 22.426  -0.80
O -15.652 19.807 21.305  -0.29
C -14.347 19.924 21.189  0.57
O -13.542 19.610 22.055  0.13
O -14.062 20.439 20.036  -0.37
C -12.713 20.788 19.744  0.34
H -17.237 19.148 22.382  0.36
H -15.817 19.535 23.358  0.16
H -15.888 18.027 22.377  0.38
H -12.318 20.125 18.974  0.34
H -12.085 20.766 20.625  -0.34
H -12.715 21.790 19.319  -0.24
C -12.442 21.439 26.868  -0.50
O -13.527 20.521 27.034  -0.37
C -13.536 19.522 26.182  0.68
O -12.939 19.529 25.123  0.00
O -14.299 18.550 26.626  -0.40
C -14.520 17.463 25.731  -0.32
H -12.681 22.374 27.369  0.27
H -12.230 21.705 25.832  -0.03
H -11.521 21.073 27.323  0.38
H -15.284 16.830 26.177  0.30
H -13.633 16.852 25.575  0.23
H -14.925 17.818 24.782  -0.05
C -7.763 28.475 20.051  -0.71
O -8.935 28.039 20.742  -0.36
C -9.467 26.897 20.292  0.59
O -9.025 26.219 19.418  -0.57
O -10.588 26.565 20.939  -0.07
C -10.824 27.024 22.265  -0.42
H -7.941 28.574 18.982  0.29
H -6.964 27.741 20.174  0.30
H -7.475 29.421 20.491  0.24
H -11.399 27.951 22.216  0.36
H -9.912 27.221 22.823  0.52
H -11.385 26.277 22.816  -0.22
C -14.055 25.854 20.819  0.91
C -14.402 26.404 22.134  -0.11
N -14.605 26.800 23.189  -0.62
H -14.621 26.382 20.055  0.69
H -14.364 24.808 20.817  -0.48
H -12.980 25.959 20.704  -0.37

Computed properties:
Electronic energy: -4119.8768 Ha
Relative energy (zero: lowest compared OMol25 entry of this formula, charge and spin): 0.00 kJ/mol
Total charge: +1
Spin multiplicity: 5
HOMO-LUMO gap (spin up / spin down): 0.2999 / 0.3092 Ha
Strongest force on any atom: 2.2 eV/A

---

No. 2
Molecular formula: C29H58F6O19Zn
Method: DFT, the ωB97M-V functional and the def2-TZVPD basis

Each line ends with the Mulliken charge.
Atoms and positions in Å:
Zn 0.075 2.305 0.295  3.49
C -0.467 4.483 1.790  0.22
O -1.429 4.325 0.710  -0.30
O 0.555 3.726 1.514  -0.95
C 0.021 5.923 1.856  0.48
F 0.601 6.325 0.700  -0.27
F -0.971 6.843 2.090  -0.30
F 0.936 6.069 2.802  -0.22
C -2.640 5.084 0.781  -0.64
C -3.700 4.461 -0.107  -1.03
H -3.977 3.472 0.189  0.17
H -4.536 5.109 -0.027  0.50
H -3.243 4.443 -1.151  0.16
H -2.514 6.162 0.635  0.35
H -3.026 4.959 1.741  0.38
H -0.962 4.270 2.688  0.46
C 2.604 1.181 -0.628  -0.42
O 2.653 2.330 -1.351  -0.27
O 1.416 0.953 -0.041  -1.16
C 2.859 0.074 -1.638  0.37
F 3.014 -1.097 -1.030  -0.29
F 1.831 -0.197 -2.548  -0.30
F 3.906 0.221 -2.462  -0.26
C 3.632 3.334 -0.975  0.03
C 4.990 3.080 -1.517  -1.10
H 5.376 2.091 -1.220  0.02
H 4.852 2.994 -2.622  0.33
H 5.747 3.873 -1.316  0.39
H 3.616 3.339 0.145  -0.06
H 3.176 4.213 -1.353  0.52
H 3.423 1.178 0.033  0.23
C -0.014 -0.048 2.298  0.08
O -0.983 0.818 1.751  0.20
C -2.234 0.360 1.412  -0.98
C -2.189 -0.005 -0.029  -0.26
O -1.658 1.122 -0.687  -0.64
C -1.156 0.805 -1.948  -0.35
C -0.664 2.046 -2.679  -0.85
O -0.346 2.992 -1.681  0.16
C 0.285 4.214 -2.099  -1.16
H 0.408 -0.843 1.627  0.05
H -0.371 -0.660 3.136  0.27
H 0.695 0.617 2.724  -0.29
H -2.974 1.154 1.511  0.34
H -2.518 -0.575 1.946  0.36
H -3.206 -0.083 -0.398  0.40
H -1.640 -0.971 -0.239  0.13
H -1.928 0.337 -2.590  0.57
H -0.327 0.157 -1.697  0.13
H -1.534 2.425 -3.279  0.40
H 0.164 1.636 -3.313  0.22
H 1.160 4.003 -2.687  0.30
H 0.493 4.791 -1.226  0.19
H -0.464 4.826 -2.633  0.24
C -1.177 -1.141 -5.511  -0.55
O -2.090 -1.724 -4.668  -0.33
C -1.520 -2.670 -3.715  -0.52
C -2.625 -2.986 -2.688  -0.20
O -3.537 -4.034 -3.282  -0.40
C -4.219 -4.603 -2.247  0.47
C -4.921 -5.834 -2.711  -0.74
O -4.021 -6.939 -2.787  -0.37
C -3.194 -7.015 -3.912  -0.67
H -0.536 -0.383 -5.006  0.05
H -1.778 -0.635 -6.318  0.24
H -0.543 -1.856 -5.998  0.35
H -0.737 -2.169 -3.210  0.27
H -1.364 -3.615 -4.200  0.52
H -3.198 -2.080 -2.352  0.20
H -2.105 -3.440 -1.828  0.22
H -4.945 -3.878 -1.762  0.24
H -3.499 -4.929 -1.487  -0.21
H -5.314 -5.631 -3.744  0.34
H -5.678 -6.119 -2.032  0.42
H -3.585 -6.613 -4.807  0.35
H -2.940 -8.075 -4.113  0.27
H -2.218 -6.488 -3.829  0.20
C 2.581 2.951 3.788  -0.52
O 1.537 2.067 4.156  -0.04
C 0.687 2.489 5.110  0.55
O 0.658 3.594 5.571  -0.55
O -0.285 1.543 5.325  -0.23
C -1.300 1.778 6.277  -0.74
H 2.210 3.984 3.796  0.26
H 2.902 2.688 2.760  -0.04
H 3.419 2.788 4.459  0.38
H -1.976 0.949 6.231  0.26
H -1.848 2.727 6.101  0.30
H -0.891 1.810 7.341  0.28
C 7.820 -0.248 -0.259  -0.67
O 7.182 -0.792 0.978  -0.37
C 6.190 -0.043 1.479  0.79
O 5.789 0.977 0.944  -0.54
O 5.643 -0.607 2.546  -0.37
C 4.296 -0.289 2.882  -0.05
H 7.156 -0.300 -1.110  0.26
H 8.794 -0.717 -0.308  0.26
H 7.942 0.799 -0.174  0.34
H 4.274 0.526 3.575  0.31
H 3.826 -1.115 3.337  0.40
H 3.766 0.025 2.065  -0.32
C -0.333 -4.208 2.444  -0.47
O -1.510 -5.022 2.587  -0.35
C -1.968 -5.553 1.415  0.81
O -1.940 -5.061 0.293  -0.60
O -2.568 -6.675 1.819  -0.36
C -3.107 -7.539 0.723  -0.29
H -0.500 -3.488 1.562  0.13
H 0.543 -4.867 2.303  0.30
H -0.229 -3.692 3.354  0.23
H -4.099 -7.825 1.067  0.23
H -2.541 -8.471 0.723  0.25
H -3.193 -6.966 -0.159  0.00

Computed properties:
Electronic energy: -4947.7525 Ha
Total charge: 0
HOMO-LUMO gap: 0.3466 Ha
Strongest force on any atom: 3.7 eV/A

---

No. 3
Molecular formula: C29H59Cl30O
Method: DFT, the ωB97M-V functional and the def2-TZVPD basis

Each line ends with the Mulliken charge.
Atoms and positions in Å:
C -3.625 3.283 0.515  -0.88
C -2.634 2.191 0.935  0.18
C -3.199 0.781 0.680  -0.80
C -2.156 -0.312 0.468  -0.73
C -1.288 -0.645 1.703  -0.75
C 0.219 -0.398 1.493  -0.82
C 0.741 0.855 2.205  0.48
C 2.023 1.360 1.556  0.17
C 2.677 2.578 2.194  -1.16
C 1.744 3.730 2.572  0.78
C 1.056 3.570 3.942  -0.65
C 0.931 4.859 4.745  -0.76
C -0.057 5.900 4.173  -0.37
O -0.656 5.443 2.981  -0.18
C -0.944 6.442 2.032  -0.68
H -3.490 4.197 1.106  0.04
H -3.503 3.509 -0.551  0.06
H -1.661 2.273 0.409  0.04
H -2.427 2.325 2.004  -0.08
H -3.870 0.529 1.506  0.27
H -3.809 0.866 -0.222  0.28
H -1.533 -0.053 -0.392  0.42
H -2.689 -1.230 0.190  0.29
H -1.421 -1.699 1.950  0.49
H -1.641 -0.038 2.538  0.41
H 0.791 -1.262 1.841  0.32
H 0.404 -0.264 0.425  0.38
H -0.034 1.624 2.161  -0.47
H 0.894 0.613 3.262  0.23
H 2.751 0.549 1.598  -0.66
H 1.799 1.542 0.503  0.49
H 3.279 2.305 3.066  0.38
H 3.388 2.968 1.457  0.25
H 0.996 3.863 1.788  0.14
H 2.323 4.658 2.578  -0.46
H 1.635 2.842 4.516  0.71
H 0.061 3.149 3.800  0.03
H 1.913 5.306 4.928  0.09
H 0.557 4.585 5.736  0.41
H -0.849 6.075 4.911  0.32
H 0.448 6.862 4.029  0.33
H -0.100 7.128 1.913  0.09
H -1.174 5.944 1.093  0.32
H -1.827 7.021 2.326  0.28
C 3.745 7.971 5.342  0.68
Cl 4.834 6.885 6.218  -0.17
Cl 2.447 8.585 6.375  -0.17
H 4.320 8.811 4.972  0.30
H 3.300 7.426 4.518  -0.61
C 4.715 -1.540 0.693  0.09
Cl 4.067 -0.848 -0.799  -0.17
Cl 5.411 -0.308 1.756  -0.19
H 3.908 -2.032 1.225  0.25
H 5.488 -2.251 0.433  -0.02
C -6.763 4.241 -1.197  0.04
Cl -6.478 5.297 0.184  -0.16
Cl -5.481 4.336 -2.410  -0.20
H -6.814 3.217 -0.837  0.19
H -7.693 4.548 -1.663  0.02
C 5.987 -5.614 0.077  -0.24
Cl 5.297 -4.806 -1.335  -0.14
Cl 6.760 -4.458 1.170  -0.14
H 5.185 -6.111 0.609  0.29
H 6.730 -6.329 -0.252  0.23
C 2.402 -7.207 -2.704  0.02
Cl 1.879 -7.184 -1.013  -0.17
Cl 4.049 -7.828 -2.869  -0.15
H 1.733 -7.846 -3.261  0.24
H 2.375 -6.195 -3.089  0.07
C 1.188 -5.318 -6.453  0.44
Cl 1.121 -6.956 -5.786  -0.17
Cl 2.332 -4.302 -5.564  -0.17
H 1.514 -5.376 -7.480  -0.27
H 0.202 -4.875 -6.384  0.14
C 7.977 -8.529 2.261  -0.15
Cl 6.559 -7.623 2.797  -0.10
Cl 9.036 -7.575 1.214  -0.17
H 8.543 -8.827 3.134  0.15
H 7.639 -9.397 1.708  0.29
C 6.422 -8.367 6.869  -0.03
Cl 7.152 -7.733 8.348  -0.17
Cl 7.637 -8.961 5.729  -0.15
H 5.769 -9.189 7.128  0.06
H 5.865 -7.572 6.387  0.27
C 2.616 -10.336 6.229  -0.25
Cl 2.948 -9.453 7.725  -0.15
Cl 4.018 -10.385 5.150  -0.12
H 2.346 -11.353 6.485  0.27
H 1.804 -9.839 5.712  0.27
C -11.043 4.275 -2.957  -0.33
Cl -10.010 4.180 -4.387  -0.13
Cl -10.166 3.851 -1.483  -0.14
H -11.407 5.291 -2.861  0.28
H -11.868 3.583 -3.080  0.32
C -1.887 -4.645 -9.363  -0.27
Cl -2.465 -4.698 -7.694  -0.15
Cl -0.246 -5.286 -9.524  -0.11
H -2.550 -5.245 -9.975  0.28
H -1.885 -3.614 -9.694  0.27
C 4.332 -3.844 -8.515  -0.28
Cl 2.961 -2.787 -8.861  -0.12
Cl 3.940 -5.548 -8.793  -0.14
H 5.152 -3.571 -9.167  0.33
H 4.604 -3.722 -7.473  0.23
C -11.194 7.105 -7.258  -0.27
Cl -11.923 7.247 -5.652  -0.14
Cl -9.460 6.790 -7.181  -0.13
H -11.671 6.283 -7.779  0.25
H -11.352 8.037 -7.786  0.30
C -9.419 0.545 -2.815  0.09
Cl -7.678 0.296 -2.929  -0.13
Cl -10.298 -0.962 -2.486  -0.19
H -9.613 1.240 -2.008  0.04
H -9.773 0.946 -3.758  0.18
C 2.840 7.918 0.602  -0.46
Cl 4.252 8.936 0.281  -0.19
Cl 2.983 7.039 2.128  -0.05
H 1.962 8.550 0.653  0.27
H 2.745 7.194 -0.198  0.34

Computed properties:
Electronic energy: -15021.2167 Ha
Total charge: -1
HOMO-LUMO gap: 0.0868 Ha
Strongest force on any atom: 0.6 eV/A

---

No. 4
Molecular formula: C29H61BN3O6S
Method: DFT, the ωB97M-V functional and the def2-TZVPD basis

Each line ends with the Mulliken charge.
Atoms and positions in Å:
C 0.358 1.910 -0.408  -1.52
C 1.431 1.101 0.323  0.52
C 2.471 2.052 0.952  -2.22
C 3.934 1.595 0.788  0.92
C 4.844 2.868 0.850  -1.82
C 4.374 0.590 1.809  -0.64
N 3.630 0.420 2.908  0.44
C 3.943 -0.447 3.888  -0.86
C 5.090 -1.210 3.841  0.28
B 5.317 -2.191 5.086  0.55
C 4.698 -1.822 6.480  -1.11
O 5.987 -3.370 5.013  -0.57
C 5.925 -1.066 2.701  0.87
C 7.216 -1.848 2.595  -1.48
O 8.321 -1.040 2.262  -0.27
C 8.879 -0.382 3.399  -0.10
C 10.111 0.363 2.933  -1.31
C 5.539 -0.189 1.676  0.71
C 6.329 -0.065 0.406  -1.45
S 5.522 -1.020 -0.967  -0.18
C 4.751 -2.469 -0.186  0.17
C 3.225 -2.320 -0.121  -1.05
H -0.237 2.497 0.289  0.37
H 0.815 2.637 -1.078  0.45
H -0.313 1.273 -0.977  0.28
H 1.885 0.398 -0.365  -0.16
H 0.899 0.600 1.132  0.17
H 2.220 2.307 1.984  0.64
H 2.405 2.996 0.416  0.60
H 3.999 1.134 -0.193  0.47
H 4.345 3.634 1.432  0.47
H 4.971 3.214 -0.170  0.42
H 5.811 2.615 1.272  0.43
H 2.773 0.944 3.019  0.18
H 3.258 -0.523 4.715  0.54
H 3.654 -2.155 6.429  0.36
H 5.158 -2.385 7.283  0.31
H 4.662 -0.754 6.678  0.40
H 6.042 -3.731 4.122  0.35
H 7.121 -2.625 1.834  0.20
H 7.454 -2.357 3.526  0.84
H 8.157 0.359 3.757  0.26
H 9.141 -1.088 4.188  0.30
H 9.857 1.333 2.512  0.29
H 10.798 0.550 3.754  0.40
H 10.631 -0.193 2.158  0.32
H 7.330 -0.449 0.494  0.65
H 6.389 0.949 0.032  0.42
H 5.167 -2.667 0.798  -0.25
H 4.987 -3.340 -0.791  0.53
H 2.732 -3.287 -0.150  0.49
H 2.922 -1.725 0.738  0.09
H 2.916 -1.757 -0.998  0.29
C -3.631 -4.265 -3.851  -0.73
O -3.880 -2.877 -3.753  -0.35
C -5.093 -2.535 -3.087  -0.85
C -4.837 -1.939 -1.720  0.24
N -4.325 -2.940 -0.785  -0.32
C -3.782 -2.391 0.452  -0.94
C -2.623 -1.400 0.374  -0.29
O -1.388 -1.954 -0.051  -0.38
C -1.250 -2.118 -1.451  -0.60
H -2.827 -4.404 -4.573  0.23
H -3.308 -4.695 -2.896  0.29
H -4.514 -4.806 -4.204  0.35
H -5.770 -3.392 -3.029  0.42
H -5.578 -1.770 -3.698  0.33
H -5.768 -1.532 -1.335  0.23
H -4.137 -1.107 -1.857  0.01
H -3.603 -3.481 -1.239  0.11
H -3.447 -3.239 1.055  0.36
H -4.601 -1.915 1.003  0.44
H -2.444 -1.041 1.391  0.40
H -2.869 -0.514 -0.225  0.27
H -1.743 -1.320 -2.012  0.29
H -1.626 -3.090 -1.779  0.25
H -0.183 -2.095 -1.681  0.25
C -8.173 4.031 -5.199  -0.69
O -7.256 4.536 -4.248  -0.33
C -7.850 5.068 -3.071  -0.83
C -7.626 4.168 -1.872  -0.13
N -8.382 2.927 -1.978  -0.29
C -8.006 1.891 -1.020  -1.00
C -6.568 1.377 -1.014  -0.36
O -6.201 0.611 -2.147  -0.28
C -5.851 1.360 -3.298  -0.68
H -7.630 3.883 -6.131  0.23
H -8.595 3.067 -4.895  0.28
H -8.989 4.736 -5.380  0.34
H -8.914 5.273 -3.220  0.40
H -7.353 6.022 -2.874  0.40
H -7.937 4.699 -0.967  0.38
H -6.544 3.990 -1.803  0.14
H -8.277 2.555 -2.912  0.09
H -8.657 1.035 -1.209  0.40
H -8.245 2.254 -0.015  0.42
H -6.482 0.693 -0.164  0.30
H -5.836 2.174 -0.839  0.37
H -5.340 2.291 -3.043  0.38
H -6.725 1.572 -3.918  0.11
H -5.177 0.745 -3.897  0.34

Computed properties:
Electronic energy: -2180.0469 Ha
Total charge: +1
HOMO-LUMO gap: 0.2269 Ha
Strongest force on any atom: 1.3 eV/A